1.
13
Properties=species:S:1:pos:R:3:lowdin_charge:R:1 method="wB97M-V/def2-TZVPD" gap_ev="8.7 / 8.7"
H -0.5351 -1.4497 0.4635 0.146
O -0.0315 -0.3404 -1.2445 -0.185
H 0.7772 1.3353 0.2773 0.113
H -1.7500 1.3207 -0.0664 0.081
H -2.5688 -0.2278 -0.3221 0.083
O 2.2926 -0.5293 -0.5606 -0.058
H 1.4547 -0.6921 -1.1304 0.034
C -0.4828 -0.4211 0.0611 -0.589
C -1.8141 0.2850 0.2835 -0.045
C 0.7056 0.2885 0.5547 0.168
H 1.3622 -0.0660 1.3401 0.097
H 2.7210 0.2264 -0.9896 0.077
H -2.1310 0.2705 1.3334 0.079

=====

2.
25
Properties=species:S:1:pos:R:3:lowdin_charge:R:1 method="wB97M-V/def2-TZVPD" gap_ev=3.0 charge=+3
N -0.8917 0.3942 -2.2772 0.230
C -1.8510 0.6093 -1.3600 -0.617
H 3.2200 1.0688 -0.4546 0.160
C -0.3163 -2.4019 1.7928 -0.647
O -0.7405 -1.3241 2.1135 0.040
N 0.9738 -2.5237 1.4414 0.284
H -1.0308 0.6848 -3.2344 0.145
H 2.9081 2.7875 -1.2559 0.161
O -1.8585 0.4256 -0.1574 0.063
H -0.1886 -4.2820 1.7652 0.145
O 0.6083 2.0384 0.7960 -0.012
N -2.9820 0.8738 -1.9534 0.332
H -3.7015 1.2410 -1.3471 0.171
H -3.0868 0.8211 -2.9566 0.173
N -0.9048 -3.5728 1.7003 0.244
H 0.0583 0.3194 -1.9426 0.125
N 2.0114 2.8199 -0.7922 0.262
H 1.5280 -3.3590 1.3184 0.162
In -1.6121 1.4462 2.5596 1.375
H 1.2928 3.4632 -1.0918 0.159
N 2.5750 1.1152 0.3212 0.262
H 1.4121 -1.6281 1.6022 0.124
H -1.8549 -3.6540 2.0333 0.158
C 1.7240 2.0366 0.1991 -0.656
H 2.7078 0.6008 1.1802 0.158

=====

Copy entry 1 word for word.
13
Properties=species:S:1:pos:R:3:lowdin_charge:R:1 method="wB97M-V/def2-TZVPD" gap_ev="8.7 / 8.7"
H -0.5351 -1.4497 0.4635 0.146
O -0.0315 -0.3404 -1.2445 -0.185
H 0.7772 1.3353 0.2773 0.113
H -1.7500 1.3207 -0.0664 0.081
H -2.5688 -0.2278 -0.3221 0.083
O 2.2926 -0.5293 -0.5606 -0.058
H 1.4547 -0.6921 -1.1304 0.034
C -0.4828 -0.4211 0.0611 -0.589
C -1.8141 0.2850 0.2835 -0.045
C 0.7056 0.2885 0.5547 0.168
H 1.3622 -0.0660 1.3401 0.097
H 2.7210 0.2264 -0.9896 0.077
H -2.1310 0.2705 1.3334 0.079